<i>
# C28H42O14

7 unconnected molecules or ions with the total composition C28H42O14 (ωB97M-V/def2-TZVPD, OMol25).

Last column: Löwdin charge in e.
CARTESIAN COORDINATES (ANGSTROEM)
1 O -13.53 10.32 3.43  0.12
2 C -12.66 10.37 2.61  -0.45
3 C -12.60 10.96 1.22  -0.07
4 C -11.11 11.23 1.10  -0.15
5 C -10.45 10.13 1.91  -0.14
6 O -11.48 9.75 2.86  0.00
7 H -12.91 10.21 0.50  0.12
8 H -13.15 11.89 1.15  0.10
9 H -10.92 11.28 0.03  0.10
10 H -10.83 12.19 1.55  0.13
11 H -10.26 9.28 1.24  0.12
12 H -9.51 10.40 2.37  0.11
13 O -17.00 15.10 1.36  0.11
14 C -16.45 14.50 2.24  -0.49
15 C -16.61 14.69 3.74  -0.06
16 C -15.40 13.95 4.32  -0.13
17 C -14.91 13.06 3.17  -0.14
18 O -15.41 13.70 1.99  0.00
19 H -16.63 15.76 3.90  0.13
20 H -17.53 14.25 4.14  0.13
21 H -14.61 14.69 4.51  0.11
22 H -15.57 13.38 5.23  0.12
23 H -13.84 12.95 3.08  0.11
24 H -15.38 12.07 3.25  0.12
25 O -14.09 7.15 6.45  0.12
26 C -13.33 8.06 6.38  -0.49
27 C -11.95 8.04 5.70  -0.07
28 C -11.33 9.33 6.25  -0.15
29 C -12.54 10.19 6.60  -0.17
30 O -13.55 9.25 6.96  0.04
31 H -11.39 7.24 6.16  0.12
32 H -12.04 7.98 4.62  0.11
33 H -10.73 9.10 7.12  0.12
34 H -10.73 9.83 5.49  0.10
35 H -12.28 10.81 7.45  0.12
36 H -12.87 10.83 5.78  0.10
37 O -13.41 11.37 -1.77  0.10
38 C -14.16 12.32 -1.77  -0.47
39 C -14.08 13.55 -0.95  -0.07
40 C -15.05 14.52 -1.68  -0.13
41 C -15.93 13.57 -2.48  -0.15
42 O -15.16 12.37 -2.66  0.05
43 H -14.32 13.45 0.10  0.09
44 H -13.07 13.95 -0.97  0.13
45 H -15.60 15.10 -0.94  0.10
46 H -14.50 15.26 -2.27  0.11
47 H -16.86 13.37 -1.96  0.13
48 H -16.16 14.05 -3.43  0.12
49 O -7.97 10.91 0.42  0.10
50 C -7.03 11.35 -0.17  -0.47
51 C -5.57 11.25 0.16  -0.06
52 C -4.86 12.00 -0.97  -0.13
53 C -6.01 12.72 -1.72  -0.13
54 O -7.22 12.13 -1.24  0.04
55 H -5.41 11.68 1.15  0.14
56 H -5.24 10.22 0.27  0.12
57 H -4.13 12.73 -0.61  0.11
58 H -4.34 11.33 -1.65  0.11
59 H -6.04 13.78 -1.45  0.12
60 H -5.88 12.60 -2.79  0.12
61 O -10.57 8.80 -5.37  0.12
62 C -10.60 9.09 -4.21  -0.47
63 C -11.65 8.78 -3.13  -0.06
64 C -10.86 9.02 -1.86  -0.16
65 C -9.82 10.04 -2.26  -0.17
66 O -9.58 9.78 -3.64  0.03
67 H -12.42 9.54 -3.28  0.12
68 H -12.02 7.77 -3.24  0.12
69 H -11.57 9.40 -1.13  0.09
70 H -10.46 8.09 -1.45  0.12
71 H -10.15 11.08 -2.16  0.13
72 H -8.96 9.92 -1.61  0.10
73 O -7.75 9.77 4.43  0.12
74 C -7.69 8.92 3.59  -0.51
75 C -8.43 7.59 3.54  -0.06
76 C -7.67 6.88 2.43  -0.16
77 C -7.18 8.00 1.53  -0.14
78 O -6.92 9.06 2.49  0.00
79 H -8.44 7.13 4.52  0.13
80 H -9.46 7.82 3.26  0.11
81 H -6.94 6.17 2.82  0.12
82 H -8.33 6.20 1.88  0.12
83 H -6.24 7.77 1.03  0.12
84 H -7.89 8.34 0.77  0.11

Calculated values
**Total charge**: 0
**HOMO-LUMO gap**: 0.369 Ha
**HOMO**: -9.72 eV

=====

<ii>
# C28H42O14

7 unconnected molecules or ions with the total composition C28H42O14 (ωB97M-V/def2-TZVPD, OMol25).

Last column: Löwdin charge in e.
CARTESIAN COORDINATES (ANGSTROEM)
1 O -3.64 0.44 2.91  0.13
2 C -2.58 0.87 3.19  -0.47
3 C -2.23 2.24 3.77  -0.05
4 C -0.71 2.23 3.92  -0.12
5 C -0.35 0.74 3.71  -0.16
6 O -1.47 0.09 3.17  0.00
7 H -2.49 2.99 3.03  0.13
8 H -2.78 2.41 4.65  0.11
9 H -0.26 2.78 3.13  0.08
10 H -0.27 2.56 4.82  0.10
11 H 0.42 0.58 2.92  0.11
12 H -0.04 0.20 4.65  0.14
13 O -2.67 0.91 -3.37  0.14
14 C -1.66 0.92 -3.96  -0.44
15 C -0.66 2.18 -4.21  -0.07
16 C 0.62 1.59 -4.83  -0.14
17 C 0.43 0.04 -4.59  -0.12
18 O -0.99 -0.23 -4.36  -0.01
19 H -1.21 3.00 -4.73  0.12
20 H -0.41 2.63 -3.21  0.11
21 H 0.68 1.81 -5.89  0.10
22 H 1.52 1.95 -4.26  0.10
23 H 0.73 -0.41 -5.54  0.12
24 H 0.96 -0.31 -3.72  0.09
25 O 0.72 0.68 -1.25  0.12
26 C 1.21 1.67 -0.78  -0.40
27 C 2.25 2.69 -1.32  -0.07
28 C 1.98 3.92 -0.47  -0.16
29 C 1.65 3.26 0.88  -0.14
30 O 0.91 2.02 0.56  -0.02
31 H 3.20 2.30 -1.01  0.11
32 H 2.15 2.78 -2.40  0.11
33 H 2.88 4.60 -0.39  0.14
34 H 1.12 4.44 -0.78  0.09
35 H 2.60 2.93 1.30  0.13
36 H 1.03 3.89 1.56  0.13
37 O 3.09 1.26 4.25  0.09
38 C 3.54 0.15 4.03  -0.41
39 C 3.23 -0.93 2.97  -0.04
40 C 4.41 -1.92 3.28  -0.15
41 C 4.88 -1.62 4.69  -0.18
42 O 4.62 -0.22 4.83  -0.01
43 H 2.25 -1.35 3.18  0.12
44 H 3.17 -0.53 1.99  0.09
45 H 4.10 -3.01 3.15  0.13
46 H 5.26 -1.78 2.62  0.11
47 H 4.42 -2.17 5.53  0.13
48 H 5.95 -1.75 4.75  0.12
49 O 4.03 0.05 -1.70  0.10
50 C 3.64 -1.06 -1.42  -0.49
51 C 3.19 -2.19 -2.26  -0.07
52 C 2.50 -3.16 -1.29  -0.10
53 C 3.16 -2.77 0.05  -0.16
54 O 3.63 -1.45 -0.13  0.01
55 H 2.63 -1.88 -3.12  0.10
56 H 4.22 -2.53 -2.64  0.17
57 H 1.42 -2.94 -1.31  0.11
58 H 2.65 -4.21 -1.50  0.11
59 H 2.52 -2.86 0.87  0.08
60 H 4.01 -3.37 0.31  0.12
61 O 0.38 -1.65 1.11  0.12
62 C -0.66 -1.95 0.64  -0.43
63 C -1.87 -1.11 0.18  -0.03
64 C -2.49 -2.03 -0.96  -0.12
65 C -2.14 -3.38 -0.45  -0.17
66 O -0.83 -3.24 0.15  -0.01
67 H -2.49 -0.90 1.03  0.09
68 H -1.43 -0.22 -0.29  0.11
69 H -3.53 -1.77 -1.13  0.08
70 H -1.92 -1.79 -1.88  0.12
71 H -2.79 -3.82 0.29  0.12
72 H -2.13 -4.16 -1.27  0.14
73 O -5.47 -1.82 0.57  0.14
74 C -5.50 -1.07 -0.35  -0.48
75 C -5.45 0.44 -0.26  -0.06
76 C -5.76 0.98 -1.68  -0.11
77 C -5.80 -0.28 -2.62  -0.09
78 O -5.65 -1.42 -1.70  -0.03
79 H -5.95 0.97 0.55  0.13
80 H -4.43 0.69 -0.02  0.10
81 H -6.65 1.54 -1.72  0.09
82 H -4.94 1.56 -1.98  0.07
83 H -6.70 -0.40 -3.17  0.10
84 H -4.97 -0.27 -3.28  0.09

Calculated values
**Total charge**: 0
**HOMO-LUMO gap**: 0.379 Ha
**HOMO**: -9.81 eV

=====

The energy of each structure relative to the most stable one, in kcal/mol, is as follows: <i> 0.0; <ii> 26.1.

=====

<i>
# C23H27N3O6S

A molecular structure, C23H27N3O6S (ωB97M-V/def2-TZVPD, OMol25).

Last column: Löwdin charge in e.
CARTESIAN COORDINATES (ANGSTROEM)
1 C -7.48 3.11 1.86  -0.02
2 C -7.97 2.50 0.50  -0.26
3 O -7.69 1.22 0.35  0.01
4 C -6.56 0.67 -0.03  -0.32
5 C -5.54 1.34 -0.56  -0.07
6 C -4.41 0.88 -0.75  -0.01
7 C -4.27 -0.53 -0.64  -0.25
8 C -5.26 -1.21 -0.53  -0.05
9 C -6.49 -0.65 -0.11  0.07
10 H -7.22 -1.35 0.29  0.13
11 H -5.16 -2.10 -0.39  0.06
12 N -3.09 -0.93 -1.30  0.16
13 C -1.81 -0.64 -1.73  -0.28
14 O -1.59 0.81 -1.69  -0.15
15 C -0.78 -1.54 -2.06  0.04
16 N -0.32 -2.16 -0.59  0.09
17 C -0.83 -3.41 -0.21  -0.40
18 O -1.91 -3.75 -0.70  0.08
19 C -0.07 -3.84 0.83  -0.23
20 H -0.94 -4.50 1.55  0.25
21 O 0.37 -3.09 1.74  0.06
22 C 0.95 -1.91 1.46  -0.09
23 C 2.01 -1.27 2.17  -0.06
24 C 2.64 -0.23 1.82  0.08
25 C 2.43 0.36 0.13  -0.38
26 C 1.56 -0.37 -0.44  0.05
27 C 0.78 -1.70 0.02  -0.05
28 H 1.32 0.22 -1.42  0.15
29 S 3.28 1.56 -0.13  0.61
30 O 3.09 1.73 -1.56  -0.30
31 O 3.20 2.81 0.60  -0.25
32 N 4.88 0.98 -0.16  -0.24
33 C 5.97 2.06 0.16  -0.10
34 C 7.19 1.23 0.63  -0.19
35 C 7.63 0.22 -0.34  -0.32
36 C 6.58 -0.51 -0.53  -0.30
37 C 5.30 0.02 -1.19  -0.11
38 H 4.43 -0.66 -0.84  0.16
39 H 5.42 0.53 -1.98  0.06
40 H 6.70 -1.33 -1.22  0.10
41 H 6.40 -1.31 0.53  0.22
42 H 8.42 -0.15 0.27  0.13
43 H 7.82 0.71 -1.27  0.14
44 H 6.97 0.75 1.64  0.14
45 H 7.89 2.17 0.70  0.15
46 H 5.71 2.68 0.85  0.04
47 H 6.22 2.43 -0.76  0.10
48 H 3.58 0.08 2.28  0.11
49 H 2.22 -1.69 2.99  0.06
50 H 0.45 -4.56 0.51  0.09
51 H 0.07 -1.01 -2.54  0.14
52 H -1.19 -2.28 -2.58  0.08
53 H -2.82 -1.98 -1.25  0.15
54 H -3.48 1.53 -1.01  0.15
55 H -5.55 2.53 -0.31  0.19
56 H -7.73 3.15 -0.17  0.04
57 H -9.24 2.51 0.47  0.19
58 H -6.53 3.04 1.83  0.00
59 H -7.88 2.68 2.67  0.03
60 H -7.66 4.15 2.14  0.09

Calculated values
**Total charge**: 0
**HOMO-LUMO gap**: 0.274 Ha
**HOMO**: -8.15 eV

=====

<ii>
# C23H27N3O6S

A single C23H27N3O6S molecule (ωB97M-V/def2-TZVPD, OMol25).

Last column: Löwdin charge in e.
CARTESIAN COORDINATES (ANGSTROEM)
1 C 6.09 1.20 -2.12  -0.08
2 O 5.68 0.53 -0.96  -0.10
3 C 4.45 0.83 -0.42  -0.20
4 C 3.64 1.85 -0.90  0.00
5 C 2.41 2.14 -0.33  -0.01
6 C 1.98 1.40 0.76  -0.22
7 N 0.71 1.54 1.34  0.14
8 C -0.39 2.10 0.78  -0.45
9 O -0.39 2.85 -0.18  0.05
10 C -1.70 1.65 1.43  -0.07
11 N -2.12 0.40 0.80  -0.14
12 C -3.38 0.25 0.20  -0.23
13 C -3.53 -0.71 -0.80  -0.02
14 C -4.75 -0.90 -1.42  -0.25
15 C -4.89 -1.96 -2.48  -0.04
16 C -5.83 -0.11 -1.05  -0.01
17 C -5.70 0.85 -0.06  -0.26
18 C -6.87 1.70 0.34  -0.05
19 C -4.48 1.02 0.57  0.02
20 S -1.21 -0.95 1.15  0.72
21 O -2.02 -2.13 1.11  -0.24
22 O -0.50 -0.68 2.37  -0.29
23 C 0.02 -1.08 -0.13  -0.16
24 C 1.16 -1.93 0.00  -0.33
25 C 1.46 -2.84 1.13  0.00
26 N 1.92 -1.83 -1.05  0.13
27 O 1.33 -0.94 -1.89  0.03
28 C 0.19 -0.49 -1.36  -0.26
29 C -0.58 0.49 -2.17  0.03
30 C 2.79 0.40 1.27  0.05
31 C 4.01 0.08 0.68  -0.20
32 O 4.68 -0.95 1.27  -0.07
33 C 5.47 -1.80 0.46  -0.07
34 H 7.05 0.76 -2.39  0.10
35 H 6.22 2.27 -1.95  0.10
36 H 5.38 1.05 -2.94  0.10
37 H 3.95 2.44 -1.75  0.11
38 H 1.80 2.92 -0.74  0.11
39 H 0.53 0.88 2.09  0.11
40 H -2.45 2.41 1.22  0.13
41 H -1.59 1.51 2.51  0.13
42 H -2.70 -1.35 -1.06  0.11
43 H -5.93 -2.08 -2.77  0.08
44 H -4.31 -1.68 -3.36  0.08
45 H -4.50 -2.91 -2.11  0.09
46 H -6.79 -0.25 -1.54  0.12
47 H -6.84 1.93 1.40  0.08
48 H -7.81 1.21 0.11  0.08
49 H -6.84 2.64 -0.21  0.09
50 H -4.40 1.74 1.37  0.11
51 H 1.06 -2.42 2.05  0.07
52 H 0.98 -3.80 0.96  0.10
53 H 2.53 -2.98 1.21  0.08
54 H -0.39 1.50 -1.82  0.07
55 H -0.25 0.42 -3.20  0.10
56 H -1.65 0.31 -2.11  0.07
57 H 2.47 -0.19 2.11  0.13
58 H 4.92 -2.09 -0.44  0.09
59 H 6.42 -1.34 0.18  0.09
60 H 5.66 -2.68 1.08  0.09

Calculated values
**Total charge**: 0
**HOMO-LUMO gap**: 0.316 Ha
**HOMO**: -7.92 eV

=====

The energy of each structure relative to the most stable one, in kcal/mol, is as follows: <i> 487.1; <ii> 0.0.

=====

<i>
# C2H9NOS

2 unconnected molecules or ions with the total composition C2H9NOS (ωB97M-V/def2-TZVPD, OMol25).

Last column: Löwdin charge in e.
CARTESIAN COORDINATES (ANGSTROEM)
1 N 0.51 0.91 1.05  -0.05
2 C 0.16 -0.08 -0.01  -0.35
3 C 0.80 -1.48 0.36  -0.50
4 S 1.02 -2.80 -1.03  0.60
5 H 1.55 1.03 0.88  0.08
6 H 0.00 1.79 0.87  0.05
7 H 0.65 0.17 -1.04  0.11
8 H -1.06 -0.10 0.00  0.13
9 H 1.65 -1.31 0.90  0.01
10 H 0.16 -2.07 1.03  0.05
11 H 2.39 -2.62 -1.06  -0.15
12 O -2.51 1.82 -0.43  -0.06
13 H -2.40 2.15 -1.39  0.09
14 H -2.91 2.60 -0.12  0.00

Calculated values
**Total charge**: 0
**HOMO-LUMO gap**: 0.352 Ha
**HOMO**: -9.00 eV

=====

<ii>
# C2H9NOS

2 unconnected molecules or ions with the total composition C2H9NOS (ωB97M-V/def2-TZVPD, OMol25).

Last column: Löwdin charge in e.
CARTESIAN COORDINATES (ANGSTROEM)
1 C 0.17 -0.33 -0.42  -0.15
2 N 0.86 0.86 0.05  -0.12
3 C 0.93 0.92 1.50  -0.34
4 O 1.50 2.14 1.90  -0.05
5 H 0.81 -1.20 -0.31  0.08
6 H -0.07 -0.24 -1.48  0.07
7 H -0.77 -0.52 0.12  0.07
8 H 0.41 1.70 -0.28  0.11
9 H -0.06 0.89 1.97  0.12
10 H 1.51 0.07 1.86  0.12
11 H 2.37 2.20 1.47  0.09
12 S -3.05 -2.44 -2.37  0.48
13 H -2.31 -1.37 -2.70  -0.24
14 H -2.29 -2.67 -1.29  -0.24

Calculated values
**Total charge**: 0
**HOMO-LUMO gap**: 0.372 Ha
**HOMO**: -9.31 eV

=====

The energy of each structure relative to the most stable one, in kcal/mol, is as follows: <i> 15.3; <ii> 0.0.